{
  "formula": "C34H66Br22FNO6P",
  "method": "ωB97M-V with the def2-TZVPD basis set",
  "species": ["Br", "Br", "C", "H", "H", "H", "H", "C", "H", "H", "H", "H", "H", "H", "H", "Br", "H", "Br", "C", "H", "Br", "H", "H", "H", "C", "H", "C", "C", "H", "H", "H", "H", "H", "H", "H", "P", "H", "C", "Br", "C", "Br", "N", "O", "H", "H", "Br", "O", "H", "C", "Br", "C", "H", "H", "C", "C", "C", "H", "H", "C", "C", "F", "C", "Br", "Br", "C", "Br", "H", "C", "C", "O", "Br", "C", "H", "H", "H", "C", "H", "H", "Br", "H", "C", "H", "O", "H", "C", "C", "H", "H", "H", "Br", "H", "H", "H", "C", "H", "Br", "H", "C", "C", "H", "Br", "Br", "Br", "C", "C", "C", "H", "O", "C", "H", "H", "Br", "C", "H", "H", "H", "Br", "H", "C", "H", "H", "Br", "H", "H", "H", "C", "H", "H", "O", "H", "H"],
  "coordinates": [[-2.0754, -2.8618, -5.9628], [13.3709, -4.8679, 6.7274], [-1.4071, 0.9545, -1.8467], [-1.4462, 2.5544, -3.3403], [-6.8290, 2.1085, -9.7754], [3.7197, 3.3582, 5.0066], [-10.5297, 1.3792, 2.9856], [-1.4198, -3.1437, -2.7097], [4.2612, 1.4096, -7.7078], [1.3908, -6.1802, 2.9617], [-2.4491, 1.9225, 4.9818], [-2.0955, 0.9879, -3.8886], [-6.2842, 1.5713, -8.1656], [-5.0152, 3.7303, 1.2811], [-4.4625, -2.7690, -5.2289], [-0.2656, -2.5890, -0.1447], [13.6611, -2.6473, 5.6182], [1.8813, 1.7949, -7.1638], [-8.3903, 1.2572, -8.4989], [0.0649, -4.9838, -7.9520], [15.4881, -4.0798, 3.8008], [-0.5988, -5.7274, 1.3128], [-9.5478, 2.1298, 5.2998], [-5.4462, -1.7823, -7.4518], [0.2702, -4.6157, -8.9610], [2.6296, 3.4764, 7.7498], [-4.6164, 2.0885, 2.9666], [0.7072, 1.9618, 4.1403], [-4.9520, 1.9318, 0.7085], [-1.5043, -4.5637, -1.0459], [-4.7783, 6.6147, 1.1074], [7.1587, -2.3679, 6.8370], [-0.6405, -6.1176, -10.2103], [-8.5910, 0.3436, -7.9325], [2.8194, 1.8839, 5.7649], [-2.2958, 4.2695, 1.8104], [7.4447, -0.4227, 2.4899], [-4.0080, -2.8142, -6.2224], [-2.4487, -6.1282, 2.9447], [7.7037, -1.8363, 6.0516], [-9.1512, 2.8988, 1.5586], [1.7131, 3.1149, 4.2076], [1.5722, 5.0374, 6.6769], [-8.6462, 2.1242, -7.8834], [9.7720, -2.2473, 6.6393], [-0.8539, 2.2217, -0.4709], [-2.9875, 2.7993, 1.1348], [-4.3319, 7.5775, -0.5574], [-2.0081, 1.6670, -3.0359], [-3.2436, -2.5626, -2.3356], [1.3921, 0.5040, 3.7989], [-1.7083, 0.2116, 4.6707], [-0.8580, -2.2563, -3.0141], [-0.7539, 3.8801, 2.8734], [13.1147, -3.5452, 5.3169], [2.6526, 2.9788, 5.3843], [12.0421, -3.3307, 5.3204], [4.4625, -1.0201, -7.5619], [6.7366, -0.6324, 1.6835], [-0.8188, -3.8562, -1.5205], [0.5599, 0.8974, 6.5389], [-4.4106, -1.6671, -7.1197], [7.5479, 0.0118, 0.0310], [-9.6561, 1.2974, -9.9823], [0.3882, -5.8630, 3.2620], [5.5337, 1.8222, 2.5477], [0.4717, 2.2248, 1.8809], [-9.0295, 2.2188, 4.3407], [-1.6447, 1.1573, 5.3580], [0.4844, -0.6671, 3.5608], [-7.9559, 0.5970, 4.1933], [-4.4260, 2.7146, 1.4310], [4.7626, 0.0197, 0.9978], [0.1540, 4.5307, 2.4518], [-0.5226, -7.3649, 2.0127], [3.5970, 0.8779, -7.0204], [13.2129, -5.1140, 3.7932], [-10.7697, 3.0917, 3.4165], [2.6529, -1.6255, -5.9912], [1.2728, -4.9329, -9.2613], [-0.6372, -6.3017, 2.2426], [13.1852, -3.4464, 3.1652], [-3.3244, 5.0323, 2.7900], [-5.7448, 1.9979, 3.2852], [2.2698, 3.8933, 6.6912], [5.3765, -0.0117, 1.9022], [8.9776, -3.5395, 5.7039], [2.8731, -0.7323, -8.3148], [0.0968, -4.3812, -1.8075], [-4.3729, 0.0283, -6.1562], [7.0899, -1.8049, 5.1472], [-4.0515, 1.0452, 2.9485], [-0.7168, -4.4801, -10.9102], [-10.0217, 2.3222, 3.2059], [-0.9175, 4.2887, 3.9832], [-3.8319, 2.2481, -2.6617], [0.1828, -6.2312, 4.2710], [-0.7552, -5.0544, -9.9804], [-4.1383, 6.6334, 0.1121], [-0.2898, 2.8838, 5.9787], [-6.3535, -0.3445, -9.7255], [7.8610, -0.0024, 6.6972], [0.3661, -2.6709, -8.8493], [13.5454, -4.0880, 3.9742], [3.4742, -0.5755, -7.4149], [-0.1366, 1.7863, 5.5348], [-3.7643, -1.5519, -7.9942], [2.6981, 0.2574, 3.6644], [-6.9660, 1.3565, -8.9934], [-4.0869, 2.7427, 3.7920], [-2.0926, 0.2470, -1.3720], [0.4840, -3.9182, 3.3737], [-0.2577, 2.3186, 2.8214], [-1.9926, 0.7986, 6.4416], [2.2081, 3.2190, 3.2950], [-1.5072, -3.8228, -3.5625], [-2.5667, -4.8808, -9.2783], [-4.2556, -3.7729, -6.6871], [9.0639, -2.4570, 5.8329], [-0.4914, 0.4295, -2.1337], [3.9512, 1.0217, -5.9959], [9.8752, -1.8128, 4.1804], [-1.9897, 7.3118, -0.2496], [-1.1042, 1.5299, 2.6467], [6.6503, -1.7149, 1.5545], [-2.5261, 6.6179, 0.5535], [-2.3386, 7.1332, 1.5949], [4.8314, -0.5433, 2.6876], [-1.9080, 5.2880, 0.4236], [-4.3823, 5.6268, -0.4595], [-8.3324, 3.0601, 4.3863]],
  "atomic_forces_ev_per_a": [[-0.19, 0.14, -0.18], [0.06, 0.08, 0.00], [0.21, 0.09, 0.12], [-0.11, -0.22, 0.20], [-0.15, -0.21, 0.18], [-2.15, -0.73, 1.06], [0.22, 0.20, 0.13], [-0.06, -0.40, -0.04], [-0.10, -0.16, 0.10], [-0.21, -0.07, -0.03], [1.85, -1.15, 0.72], [0.01, 0.03, 0.15], [-0.15, -0.08, -0.08], [1.52, -1.95, 0.47], [0.13, 0.08, -0.22], [-0.11, -0.10, -0.03], [-0.08, -0.26, -0.17], [0.08, -0.06, 0.09], [-0.13, 0.20, 0.02], [-0.07, 0.08, -0.28], [-0.07, -0.10, 0.00], [0.06, 0.00, 0.32], [0.03, 0.04, -0.21], [0.25, -0.04, 0.11], [0.27, 0.18, -0.05], [-0.57, 0.82, -2.15], [0.64, 0.20, -0.24], [-0.01, -0.83, -0.88], [1.63, 1.61, 1.23], [0.05, 0.20, -0.21], [1.22, 0.23, -2.20], [0.15, 0.04, -0.17], [0.02, 0.19, 0.08], [0.15, 0.21, -0.18], [-0.47, 1.96, -0.82], [-3.51, 2.03, 2.08], [-0.21, 0.04, -0.19], [0.08, -0.19, -0.06], [0.04, 0.04, -0.12], [-0.12, 0.15, 0.27], [-0.06, -0.11, 0.06], [-0.26, -1.56, 1.36], [4.13, -6.77, -0.04], [0.13, -0.14, -0.11], [-0.25, 0.04, -0.17], [0.78, -0.43, -0.94], [-0.61, 3.11, 1.70], [0.19, -1.93, 1.37], [-0.06, -0.18, -0.17], [0.09, 0.09, -0.06], [0.82, -6.89, -1.88], [0.65, 1.86, 1.21], [-0.10, -0.23, 0.15], [1.74, 0.07, -0.21], [-0.25, -0.07, 0.11], [1.17, 0.55, -0.02], [0.26, -0.04, -0.12], [-0.14, 0.14, 0.04], [-0.10, -0.13, -0.05], [0.31, 0.24, 0.24], [-1.10, 2.19, -2.14], [-0.17, -0.02, 0.04], [0.15, 0.00, 0.03], [0.01, -0.09, 0.07], [0.24, 0.50, -0.02], [0.07, -0.07, -0.15], [-1.57, 0.08, 2.15], [0.01, -0.23, 0.22], [-0.25, -0.70, 0.78], [3.41, 6.39, 1.29], [-0.14, 0.09, 0.04], [-2.04, -0.78, 1.21], [0.20, -0.04, 0.24], [-2.15, -1.27, 0.85], [-0.02, 0.15, 0.05], [-0.01, 0.22, -0.16], [0.06, 0.27, 0.16], [0.16, -0.12, 0.03], [0.03, 0.07, -0.07], [-0.21, 0.00, 0.00], [-0.02, -0.38, 0.03], [0.01, -0.07, 0.21], [3.40, -2.56, -3.70], [2.29, -0.02, -0.92], [-3.01, 4.30, -0.26], [-0.13, -0.01, 0.33], [-0.05, 0.18, 0.03], [0.10, 0.12, 0.23], [-0.18, 0.09, -0.08], [0.03, -0.01, -0.06], [0.21, -0.04, 0.19], [-1.46, 2.04, 0.14], [0.05, -0.07, 0.31], [-0.10, 0.25, -0.11], [-0.14, -0.97, -2.64], [0.05, 0.07, -0.03], [-0.06, -0.03, -0.32], [-0.10, -0.24, 0.02], [0.64, -0.69, 1.01], [0.73, -2.52, -0.48], [-0.09, 0.18, -0.16], [-0.01, -0.12, -0.14], [-0.05, -0.13, -0.06], [0.03, 0.18, -0.19], [0.14, -0.22, 0.12], [-1.46, 0.48, -0.25], [-0.12, -0.10, 0.25], [-5.36, 2.55, 0.91], [0.21, -0.03, 0.19], [-1.05, -1.07, -1.93], [0.11, 0.19, -0.17], [0.02, -0.01, 0.18], [0.96, -0.18, -0.17], [0.82, 0.91, -2.27], [-0.36, -0.55, 1.31], [0.03, 0.15, 0.30], [0.03, 0.03, -0.15], [0.03, 0.19, 0.00], [-0.01, -0.26, -0.09], [-0.17, 0.09, -0.01], [-0.11, -0.14, -0.25], [0.03, 0.05, 0.03], [-0.82, -1.75, 1.64], [1.67, 1.60, 0.63], [-0.05, 0.19, 0.01], [-0.61, 1.89, -1.21], [-0.54, -1.39, -1.96], [-0.06, 0.16, -0.12], [-1.17, -0.84, 2.92], [0.60, 2.20, 0.95], [-0.20, -0.18, -0.12]],
  "energy_ha": -58910.6839,
  "spin_multiplicity": 1,
  "charge": -1
}